No. 1
Density functional theory data (the ωB97M-V functional and the def2-TZVPD basis) for 3 unconnected molecules or ions with the total composition C31H59F2IN3O14PS2 in a non-equilibrium geometry.

Element x y z (Å)
C1 -0.046 -1.698 -0.732
H1 4.240 -0.776 3.184
C2 2.603 0.133 2.502
H2 -2.616 -1.289 3.283
H3 1.103 -0.094 -3.387
O1 -3.884 -8.054 2.242
H4 -1.802 0.454 -1.005
C3 -1.614 -7.251 1.502
H5 3.052 2.267 -6.973
H6 3.290 7.535 3.422
H7 -3.201 -2.215 -0.504
C4 2.299 -2.181 -1.661
C5 -4.570 3.746 0.040
H8 -3.111 2.085 -1.950
C6 -5.291 -8.009 2.547
H9 2.046 -2.794 -2.531
C7 -5.257 2.308 -1.670
H10 -5.613 -6.975 2.687
O2 5.312 7.407 1.590
H11 -6.102 -8.169 0.548
H12 -5.170 2.778 1.839
O3 -3.009 -0.407 3.148
H13 1.129 -3.536 -0.547
H14 -0.502 -4.072 0.652
H15 -0.554 -4.932 -2.657
F1 2.376 2.119 3.797
C8 1.278 -2.456 -0.539
H16 -1.824 -3.334 -1.946
H17 6.056 5.560 0.967
N1 -2.293 1.454 1.259
H18 5.006 3.419 -5.931
C9 -1.378 -3.610 0.189
C10 -1.586 -4.133 -1.236
I1 0.038 -2.795 4.225
N2 3.881 0.173 3.153
H19 4.518 0.741 2.610
H20 -1.359 -8.303 1.405
H21 1.968 8.002 2.317
H22 -1.421 -6.893 2.510
C11 2.592 2.487 1.515
O4 3.523 5.745 1.305
H23 -2.265 -3.812 0.789
H24 3.673 2.379 1.431
H25 -2.477 -4.777 -1.219
C12 -2.494 -0.357 -1.214
H26 2.257 -1.241 -4.002
C13 2.171 -0.373 -3.342
H27 -1.056 -6.659 0.776
O5 2.903 -0.145 1.137
H28 -2.641 2.354 1.575
C14 4.769 2.381 -4.116
O6 1.902 -0.946 3.094
H29 -4.183 1.309 -3.192
C15 -2.530 -1.444 -0.115
F2 0.293 0.007 4.368
H30 0.901 1.644 2.461
N3 2.508 -0.768 -1.975
S1 -3.325 -7.047 1.143
H31 -5.976 2.408 -2.485
H32 -0.348 -1.865 -1.766
O7 -4.908 3.649 -1.285
C16 6.340 6.614 0.965
H33 -5.890 4.411 1.587
H34 3.815 1.424 -1.508
O8 4.518 1.195 -2.122
H35 7.220 6.712 1.598
O9 -3.586 -7.583 -0.156
C17 -4.018 1.509 -2.131
H36 -7.165 -8.779 1.819
C18 4.416 2.680 -5.403
H37 3.253 -2.566 -1.277
H38 7.530 6.568 -0.828
C19 0.570 -0.827 3.354
H39 5.611 2.868 -3.640
C20 3.043 8.025 2.484
H40 0.137 -0.614 -0.685
C21 2.652 1.084 -5.264
H41 -6.495 2.997 0.703
H42 -5.792 1.779 -0.874
H43 2.392 3.531 1.758
H44 -5.745 -9.713 1.305
H45 1.678 -2.224 0.454
H46 1.810 0.598 -5.746
C22 3.009 0.735 -3.972
C23 1.984 1.582 2.593
O10 -3.439 4.074 0.347
H47 3.403 9.050 2.472
H48 1.984 -0.159 -1.363
H49 -1.497 1.671 0.663
O11 3.536 7.822 -0.063
H50 -2.236 -0.870 -2.147
C24 -5.603 3.471 1.118
O12 -3.719 -5.716 1.495
C25 -0.371 -0.609 2.066
C26 3.341 2.032 -5.953
H51 0.221 -0.021 1.355
C27 -1.147 -2.065 0.276
H52 6.863 8.167 -0.437
H53 -4.409 0.227 -0.426
O13 -0.518 -4.975 -1.696
H54 5.824 6.923 -1.113
H55 -3.037 -1.024 0.758
H56 2.133 2.283 0.543
C28 -6.127 -8.710 1.494
O14 -0.800 -1.872 1.649
C29 4.072 1.425 -3.417
H57 2.098 -0.078 0.607
C30 -3.937 0.146 -1.413
P1 -1.759 0.575 2.658
S2 3.802 7.142 1.164
H58 -4.498 -0.624 -1.953
H59 -5.406 -8.515 3.504
C31 6.660 7.096 -0.436

Values from the calculation:
E_LUMO in Ha: 0.00626
Orbital gap in eV: 8.1

Löwdin population analysis, charges in e, atoms 1 to 8: C -0.13; H 0.11; C -0.53; H 0.02; H 0.12; O -0.26; H 0.08; C -0.11

---

No. 2
Density functional theory data (the ωB97M-V functional and the def2-TZVPD basis) for 3 unconnected molecules or ions with the total composition C31H59N4O10S2 in a non-equilibrium geometry.

Element x y z (Å)
H1 -0.346 -1.217 -1.493
C1 3.842 3.818 -0.949
C2 2.312 -3.833 4.594
H2 -1.251 6.384 -4.946
H3 2.216 -1.087 -3.233
H4 4.114 5.881 -1.582
H5 4.848 3.484 -0.688
C3 2.408 4.934 -2.563
H6 1.730 5.370 -1.820
H7 -3.769 -8.288 4.986
C4 1.736 -5.098 2.497
C5 -0.846 -5.919 2.562
H8 -2.955 -6.638 3.059
H9 4.538 4.671 -2.806
H10 2.218 -2.839 -2.509
H11 3.245 0.153 5.326
C6 2.219 -1.109 -0.899
H12 0.266 3.410 7.793
C7 1.804 -1.751 -2.362
H13 -0.517 3.987 -4.051
H14 0.934 3.330 -2.680
C8 1.852 -1.484 3.751
C9 -0.508 -1.389 -3.798
H15 -0.970 -6.673 1.649
C10 -2.957 5.437 -5.927
C11 -3.222 -1.271 -4.232
H16 0.290 -1.394 1.075
H17 -0.117 -2.976 -2.143
H18 -1.011 -4.840 2.088
H19 -2.061 4.634 -3.413
H20 -2.322 -5.363 4.325
H21 -4.241 2.333 -1.591
C12 1.871 2.089 5.270
C13 -1.897 -2.225 -4.040
H22 -4.431 3.833 -6.044
H23 -3.635 5.873 -5.183
H24 2.639 2.661 4.561
H25 -3.027 6.047 -6.832
H26 1.815 0.324 1.475
H27 -0.744 -0.235 -3.790
H28 1.692 1.862 2.531
C14 1.372 0.730 2.508
H29 1.596 -5.037 1.313
N1 2.301 -2.359 4.941
O1 2.025 1.927 -0.705
C15 -2.010 -6.299 3.675
H30 0.376 -3.264 0.902
O2 -1.511 2.159 -5.807
H31 2.626 -4.752 5.248
O3 -3.112 0.885 -2.854
S1 -2.435 2.983 -5.056
H32 -1.013 0.380 0.557
C16 1.001 -2.314 1.267
N2 1.820 -3.739 3.153
N3 1.765 -0.086 3.710
H33 2.461 -3.372 -0.181
H34 0.998 -7.229 2.834
C17 2.141 0.500 5.091
H35 -4.127 -1.960 -4.511
H36 2.338 5.544 -3.469
H37 -3.080 -0.502 -5.132
C18 0.660 -6.135 3.171
C19 -0.474 2.074 5.973
O4 0.510 2.562 4.996
H38 -4.822 -0.436 -2.759
C20 0.140 -1.853 -2.348
C21 -1.535 5.416 -5.368
H39 3.256 -2.048 0.903
O5 -3.340 2.430 -4.069
C22 -0.534 2.567 7.536
H40 -0.430 1.611 8.218
H41 -3.284 -1.130 -1.904
H42 -3.516 0.788 -0.730
H43 -1.607 3.068 7.684
C23 -0.618 1.283 1.199
O6 3.854 1.656 -2.444
O7 -0.129 0.753 2.495
S2 2.930 2.480 -1.693
H44 -2.088 -2.963 -3.133
C24 -3.639 -0.498 -2.824
C25 -1.523 4.321 -4.312
H45 1.418 -0.057 5.861
H46 2.810 -5.600 2.640
O8 -1.622 -7.428 4.543
C26 2.321 -2.283 0.241
H47 -2.367 2.189 -1.282
C27 -2.770 -7.818 5.389
H48 -1.560 1.967 1.461
H49 3.285 -0.599 -0.960
C28 -3.340 1.585 -1.576
H50 2.276 3.183 -3.855
H51 2.213 2.381 6.376
H52 3.304 4.131 -0.050
O9 -1.403 1.200 5.495
H53 0.253 1.885 0.684
C29 2.003 3.487 -2.841
H54 -3.089 3.686 -7.219
C30 -3.362 3.990 -6.204
N4 1.529 -2.453 2.661
H55 -1.762 -2.889 -5.012
H56 -0.827 5.174 -6.169
C31 3.830 4.913 -2.005
H57 0.734 -6.120 4.340
O10 -2.665 -7.660 6.724
H58 0.247 -1.625 -4.662
H59 1.441 -0.265 -0.621

Values from the calculation:
E_LUMO in Ha: -0.11297
Orbital gap in eV: 7.4
Total charge: +1

Löwdin population analysis, charges in e, atoms 1 to 8: H 0.10; C -0.23; C 0.08; H 0.12; H 0.11; H 0.12; H 0.11; C -0.21

---

Which value of orbital gap does entry 1 give?
8.1 eV

---

What is the formula in the second record?
C31H59N4O10S2

---

Which of these has the lowest orbital gap?
C31H59N4O10S2

---

orbital gap of number 1 (C31H59F2IN3O14PS2)?
8.1 eV